Density functional theory data (ωB97M-V/def2-TZVPD) for C37H51CsN2O3P2Si2 as an isolated structure in a non-equilibrium geometry.

Computed properties:
F_max ... 0.0336 hartree/bohr
Total charge ... -2

Each line ends with the Mulliken charge.
Positions of all 98 atoms, in Å:
H: 2.09 -3.30 -4.53  0.3294
C: -2.40 -4.03 -0.26  -0.6881
O: -2.73 1.92 6.01  -0.3448
C: -0.39 1.43 -3.31  -0.6237
C: -1.13 1.41 -5.60  -0.6308
C: 2.13 -4.48 -2.72  -0.5815
C: -1.22 0.36 -2.99  0.4233
H: -2.60 -0.09 -6.07  0.3708
H: 2.10 -5.37 -0.77  0.3957
C: 1.91 -2.02 -1.38  0.3975
H: -3.22 3.42 1.43  0.3429
C: 4.56 1.35 -2.92  -0.7239
H: -5.10 1.67 1.00  0.1132
H: -4.08 3.46 3.53  0.3740
H: -0.76 -2.38 -3.33  0.3668
C: -5.03 -0.86 -2.05  -1.0545
H: 5.92 0.65 2.29  0.3269
C: 4.90 0.81 1.91  -0.9690
H: -6.45 0.89 0.11  0.3371
C: 2.61 1.46 6.20  -1.1373
H: -0.72 1.89 6.51  -0.0983
H: -4.88 -1.80 -1.51  0.2887
O: -3.03 1.86 2.79  -0.1738
O: 1.00 1.93 4.60  -0.6417
H: -4.34 1.90 4.32  0.3723
H: -5.29 -0.08 1.06  0.2396
H: 3.97 -0.66 -2.51  0.5076
P: -1.31 -0.21 -1.22  -0.5211
H: -2.74 3.88 5.38  0.2799
C: 2.07 -4.44 -1.34  -0.7259
C: -2.02 -4.82 -1.34  -0.6406
H: -4.61 -0.98 -3.06  0.2864
C: 5.20 -1.67 0.20  -1.0341
C: -4.55 2.14 -2.17  -1.0077
C: -2.21 -2.66 -0.28  -0.8892
C: -1.70 2.02 6.97  -0.2416
H: -2.13 2.09 0.98  -0.2266
H: -1.86 1.23 7.70  0.2455
C: 3.76 0.38 -2.31  -0.3539
C: 1.53 1.00 5.21  0.1179
H: -4.01 2.05 -3.12  0.2514
H: -5.61 2.33 -2.39  0.3445
C: 1.97 -3.22 -0.67  -0.5111
C: 2.06 -3.29 -3.44  -0.8727
C: 4.34 2.70 -2.67  -0.5918
C: -2.02 -0.17 -4.01  0.0401
N: 2.47 -0.53 0.91  -0.1812
H: 5.00 -1.97 3.46  0.2911
C: -1.61 -2.03 -1.39  0.8045
H: 3.14 4.12 -1.59  0.4359
H: 5.36 1.04 -3.59  0.3723
H: 1.94 -3.20 0.41  0.4188
H: -1.09 1.81 -6.61  0.3559
H: 2.45 0.98 7.18  0.2826
H: -4.14 3.01 -1.64  0.2492
H: 4.73 -2.54 -0.27  0.2522
C: 0.10 0.02 -0.41  -0.7236
C: 2.52 2.10 -1.21  -0.8241
H: 3.57 1.08 5.82  0.2860
C: -0.34 1.95 -4.60  -0.6097
H: 3.30 -1.47 3.70  0.2752
C: -2.47 2.71 1.80  -0.5367
H: -2.52 -2.05 0.56  0.4125
H: 1.83 -1.16 -3.34  0.6237
H: -2.86 -4.49 0.61  0.4122
Cs: 0.41 0.60 2.51  1.2074
H: -1.73 2.99 7.48  0.2793
H: -2.17 -5.89 -1.31  0.3311
H: 2.22 -5.43 -3.24  0.3736
H: -1.10 -4.81 -3.28  0.3743
H: 4.96 1.46 1.03  0.2387
C: 2.72 0.74 -1.46  0.7335
H: 6.09 -2.01 0.73  0.4587
N: -2.68 0.39 -0.69  0.6285
H: 4.32 1.33 2.68  0.2076
C: -2.58 2.87 4.97  -0.0308
C: -1.98 0.34 -5.30  -0.9323
Si: -4.27 0.59 -1.10  -0.1945
C: 3.32 3.07 -1.80  -0.7417
H: 3.68 -2.91 2.73  0.2590
H: -1.56 2.83 4.56  0.0898
C: -3.59 2.55 3.88  -0.7746
H: -1.63 3.30 2.21  0.3881
Si: 4.04 -0.81 1.43  -0.1831
C: 4.01 -1.89 2.98  -0.9807
C: -5.39 0.79 0.41  -0.9347
H: 0.23 1.84 -2.53  0.3219
H: 4.96 3.45 -3.15  0.3588
C: 1.93 -2.08 -2.77  -0.1467
H: 0.32 2.78 -4.81  0.3888
C: -1.43 -4.21 -2.44  -0.7357
H: 1.71 2.39 -0.55  0.5559
C: -1.23 -2.83 -2.46  0.0562
H: 5.53 -0.99 -0.59  0.2632
H: -2.70 -0.99 -3.79  0.3888
P: 1.67 -0.44 -0.47  1.0398
H: -6.12 -0.70 -2.17  0.4426
H: 2.66 2.56 6.30  0.2047



Density functional theory data (ωB97M-V/def2-TZVPD) for C37H52AsBaNOS6SbSi as an isolated structure.

Computed properties:
F_max ... 0.0074 hartree/bohr
Total charge ... +1

Each line ends with the Mulliken charge.
Positions of all 101 atoms, in Å:
H: -5.50 -4.26 3.75  0.4041
H: 4.02 -7.05 -2.51  0.3297
H: 0.83 -0.61 4.91  0.4321
C: -1.83 4.38 -0.39  -0.8669
H: -0.95 -0.65 -6.28  0.3289
O: -0.04 1.16 -3.85  -0.4224
C: -1.53 -0.91 2.49  0.3577
C: -5.64 -1.72 0.84  -0.6683
H: -0.58 2.35 -6.77  0.3570
H: 4.01 3.16 2.19  0.4839
C: 3.02 -3.35 -1.43  0.2612
H: 2.78 -6.58 -1.35  0.3392
C: 5.12 -4.09 -3.47  -1.0474
H: -2.68 3.72 -0.56  0.2499
H: 2.32 -0.87 1.40  0.2864
C: -4.77 3.31 4.98  -0.6097
C: 2.08 -2.30 -1.54  0.6250
H: 2.19 -4.12 -4.80  0.1892
H: 0.62 -0.88 -7.09  0.3820
H: 1.95 3.03 4.24  0.5837
S: -0.57 3.75 -1.54  0.0646
H: -2.35 4.62 1.67  0.6383
C: 2.55 -1.58 0.62  -0.4280
S: -0.73 2.82 1.65  0.6952
C: 3.18 2.86 1.54  -0.5289
C: 0.71 -2.21 3.48  -0.3678
H: -1.66 -2.54 1.09  0.5557
H: 0.73 1.77 4.13  0.1395
H: 1.58 -2.72 3.87  0.4114
C: 2.28 -4.97 -4.13  -0.8830
H: -0.34 3.92 3.77  0.5891
H: 3.07 4.52 -1.33  0.4530
H: 0.34 -1.57 -5.47  0.1398
H: 5.88 -3.96 -2.69  0.3465
H: 2.65 -5.83 -4.70  0.3437
H: -5.11 4.05 5.69  0.4146
S: 2.57 2.19 -1.15  0.3681
C: 2.19 3.92 -1.58  -1.1061
C: 3.51 -2.54 0.81  -1.4723
C: 3.75 2.37 0.22  -1.2946
Si: 3.49 -4.65 -2.74  0.1134
C: -4.66 -1.61 1.83  0.5897
H: -3.83 -2.46 3.63  0.3094
C: -6.52 -3.65 1.96  -0.4352
C: -4.27 2.67 2.71  -0.8134
H: 4.55 3.03 -0.12  0.4906
S: 1.15 -2.01 -3.00  -0.7338
C: -4.61 -2.52 2.88  -0.2411
Sb: -3.29 -0.03 1.76  1.3247
H: 2.55 3.74 1.38  0.0960
H: 1.28 -5.20 -3.76  0.3151
H: 2.07 3.94 -2.66  0.4328
C: -3.98 1.08 4.51  -0.2903
C: -1.11 -2.10 1.91  -0.6925
H: -0.72 5.17 1.29  0.5362
C: 2.65 0.69 -5.02  -0.6813
C: 0.12 -0.74 -6.13  -0.8060
H: -5.66 -1.01 0.02  0.3244
H: 0.69 3.25 -5.92  0.3132
H: 4.48 -4.21 -0.11  0.2554
H: -3.72 0.09 4.86  0.3637
H: -5.00 4.60 3.28  0.4600
N: 1.86 -1.44 -0.52  0.4556
H: 2.82 -0.22 -4.45  0.1053
C: 0.95 4.52 -0.90  0.6394
H: 4.48 -6.21 -1.04  0.3262
H: 5.01 -3.14 -3.99  0.2881
H: 4.06 -2.60 1.74  0.5119
C: -0.83 -0.36 3.57  -0.5926
H: -4.47 1.80 6.47  0.4184
H: 3.00 1.55 -4.45  0.2343
S: -3.18 0.84 -0.34  -0.5635
C: -4.41 2.04 5.42  -0.6714
C: 0.30 3.54 2.97  -1.3229
H: 1.10 2.26 -7.35  0.3924
H: -2.11 5.39 -0.69  0.5984
Ba: -0.13 0.36 -1.51  0.8173
S: 2.21 1.56 2.35  0.2290
C: 3.73 -3.43 -0.24  -0.2785
H: 3.16 0.66 -5.98  0.4198
H: 5.50 -4.82 -4.19  0.3326
C: -3.90 1.41 3.16  0.6281
C: 0.29 -1.02 4.06  -0.7175
H: 0.84 4.39 2.55  0.4860
C: 0.01 -2.75 2.41  -0.6612
C: -5.54 -3.55 2.94  -0.6959
As: 0.76 0.86 -5.29  0.4892
C: -1.46 4.39 1.09  -1.3007
C: 0.46 2.34 -6.47  -1.0751
C: -6.57 -2.74 0.91  -0.5501
C: 1.27 2.52 3.55  -0.9371
H: 0.92 5.59 -1.10  0.4515
H: -7.25 -4.45 2.01  0.3887
H: 4.17 1.37 0.33  0.4706
H: -1.17 0.57 4.02  0.6928
C: 3.72 -6.27 -1.82  -1.1127
C: -4.70 3.62 3.63  -0.4687
H: -7.33 -2.83 0.15  0.4036
H: 1.00 4.35 0.17  -0.9423
H: 0.35 -3.67 1.95  0.4163
H: -4.21 2.90 1.66  0.3899



Density functional theory data (ωB97M-V/def2-TZVPD) for a 13-piece molecular cluster, C37H52BFN15O7S overall in a non-equilibrium geometry.

Computed properties:
F_max ... 0.1317 hartree/bohr
Total charge ... +1

Each line ends with the Mulliken charge.
Positions of all 114 atoms, in Å:
C: -7.16 2.50 -2.55  0.3392
N: 9.25 -2.93 -3.94  -0.4149
O: 3.35 3.27 -1.01  -0.3638
C: 2.20 2.45 -1.13  0.1899
H: -2.70 0.01 1.61  0.4051
H: -5.82 4.57 0.02  0.2456
C: 0.98 0.20 -1.20  0.2016
C: 0.92 -3.13 0.82  -0.4536
O: -2.53 3.21 -0.52  -0.4581
C: -1.99 -7.71 3.89  -0.8127
H: 2.21 1.56 7.23  0.3005
C: 4.49 -0.63 1.92  -0.7517
C: -6.55 -2.80 3.50  0.3942
C: -0.91 -4.63 -4.39  -1.0531
N: -1.92 -3.50 0.95  -0.6103
C: 2.26 0.98 -1.09  0.8136
H: -6.70 3.66 -4.27  0.3015
H: 5.49 -1.14 1.81  0.2162
C: 1.08 -1.35 -1.14  -1.0568
C: -6.35 3.67 1.87  0.1414
N: -8.01 6.35 -4.06  -0.4295
H: 2.76 -2.28 0.00  0.3682
C: -6.73 8.16 -2.63  -0.7978
H: -2.36 -7.56 2.87  0.2585
N: 8.17 3.02 -2.78  -0.3964
N: 3.00 0.35 4.41  -0.3074
O: -2.66 0.12 -0.46  -0.4246
H: 5.91 4.05 -0.82  0.0719
C: 8.45 -2.96 -4.76  0.3900
C: 7.53 -2.00 -0.26  0.3577
H: -0.10 -5.36 -4.42  0.3277
H: 3.73 -1.15 2.56  0.2690
H: -8.43 3.58 -3.86  0.3366
H: 1.63 -3.62 1.56  0.3802
C: 6.68 3.31 -0.63  0.0352
H: -1.08 -0.39 0.84  -0.1074
O: -1.94 -0.52 -2.72  -0.7212
H: 7.65 -2.21 -2.36  -0.0719
N: 0.57 -4.20 -0.17  -0.6645
C: -0.41 -3.34 -3.85  0.5877
C: 7.41 -2.99 -5.82  -0.8201
C: -0.29 0.96 -1.38  -0.2448
H: -3.06 -4.24 3.81  0.2207
H: -1.30 -4.48 -5.40  0.3602
H: -3.87 -2.74 3.34  0.1626
H: 3.97 1.32 7.27  0.3518
C: 7.11 -1.61 -1.62  0.1006
C: -2.91 -3.26 3.37  -0.7824
H: -1.30 -1.27 -2.78  0.3317
H: -1.64 1.39 0.94  0.1000
H: 0.91 4.22 -1.36  0.5625
H: -7.29 8.36 -1.71  0.2741
H: 6.22 2.36 -0.37  -0.2096
N: 3.14 4.39 1.23  -0.5139
H: -0.46 -4.22 -0.25  0.4413
C: -2.36 -3.40 2.01  0.6418
C: -1.48 -6.43 4.44  0.4121
O: -1.40 4.70 -1.95  -0.6064
N: -0.28 -0.12 3.34  -0.4742
C: 0.16 0.94 3.26  0.5436
N: -6.98 3.64 2.83  -0.3707
N: -1.08 -5.44 4.86  -0.4117
C: 7.53 3.15 -1.84  0.1794
H: -5.74 7.80 -2.37  0.2338
C: -7.42 3.65 -3.45  -0.5336
H: -6.64 9.08 -3.20  0.3229
C: -7.45 7.14 -3.43  0.4556
H: -0.03 -2.83 1.38  -0.2723
H: 1.55 2.31 2.43  -0.0800
S: -1.72 3.30 -1.71  1.1215
H: 1.02 -4.04 -1.08  0.2697
H: -0.04 3.00 2.81  0.3891
H: 7.33 -0.56 -1.79  0.1781
O: 4.08 -0.63 -1.48  -0.4668
H: 7.30 3.65 0.20  0.3952
C: 0.73 2.30 3.15  -0.5997
N: -6.95 1.61 -1.85  -0.4306
H: -1.71 -5.01 -3.75  0.2936
C: -1.96 0.31 0.82  -0.2051
H: -2.80 -8.09 4.51  0.2889
H: -6.38 -3.68 1.58  0.2521
C: 0.89 3.10 -1.33  -0.1385
N: 7.85 -2.30 0.80  -0.4889
H: 7.82 -3.45 -6.72  0.3297
H: 3.28 2.75 6.46  0.2949
H: 6.04 -1.78 -1.74  -0.0122
H: 1.10 2.63 4.12  0.2675
H: 6.55 -3.56 -5.48  0.2613
H: -4.47 3.80 0.89  0.0750
H: 1.82 -1.04 0.92  -0.2291
B: -1.73 0.15 -1.50  0.9798
N: -6.15 -2.60 4.57  -0.4043
H: 1.79 -1.65 -1.97  0.4830
H: -5.68 2.80 0.06  0.0506
O: 4.55 0.95 0.02  -0.2390
C: 3.69 0.34 -0.91  -0.0930
N: -0.01 -2.34 -3.43  -0.5392
C: 4.21 0.61 1.37  0.2095
C: 1.71 -1.91 0.21  0.0421
H: 7.09 -1.97 -6.05  0.2676
H: -1.19 -8.45 3.86  0.3125
H: -8.04 -3.56 2.20  0.3124
F: -2.50 2.82 -3.06  -0.1951
H: -7.21 -2.11 1.61  0.2639
H: 3.73 1.36 2.05  0.1886
H: 0.14 -1.90 -1.34  0.4887
C: 3.14 1.69 6.67  -1.0035
C: 3.06 0.93 5.40  0.4010
C: -7.08 -3.05 2.14  -0.7644
H: -2.23 -2.69 4.00  0.2979
C: -5.53 3.72 0.63  -0.1188
N: -0.29 2.37 -1.46  0.2717
H: -7.34 4.58 -2.90  -0.0416
C: 3.19 3.91 0.19  0.5734



Density functional theory data (ωB97M-V/def2-TZVPD) for C37H52ClFeN4O2SSi4Te as an isolated structure in a non-equilibrium geometry.

Computed properties:
F_max ... 0.1012 hartree/bohr
Total charge ... -1

Each line ends with the Mulliken charge.
Positions of all 103 atoms, in Å:
H: 2.60 -5.38 2.51  0.4126
H: 3.81 -4.76 3.67  0.3825
C: 3.22 -1.56 4.39  -1.0003
H: 2.40 5.64 -2.79  0.2794
H: 3.01 4.28 2.95  0.3894
C: 3.60 -2.30 3.11  -0.7282
C: 1.62 -3.08 1.87  0.5318
H: -2.87 3.52 -3.65  0.4056
H: -2.91 -1.66 -5.48  0.4093
H: 1.90 -1.90 -5.21  0.4045
N: 0.81 -4.07 1.63  -0.1032
C: -1.68 -1.38 -2.33  -0.0448
H: -5.49 -0.10 0.32  0.4141
H: 0.79 -4.63 4.09  0.2106
C: -0.96 -6.25 1.70  -0.2894
C: -3.49 -0.72 0.80  0.5087
H: -2.53 -4.20 -0.49  0.3354
C: 1.35 6.44 0.97  -1.1154
H: -2.91 3.71 -0.04  0.2714
Fe: -0.39 -1.30 0.01  -1.6079
H: 3.46 -1.63 -3.28  0.4599
H: 2.02 -4.27 5.30  0.3719
Te: -0.19 1.03 0.12  -0.3937
H: -0.12 5.84 -3.45  0.2696
C: -2.54 -0.94 1.85  -0.1610
Si: 2.39 3.20 -2.22  0.4976
H: -1.11 4.87 2.37  0.2711
H: -3.77 -8.01 1.04  0.3746
H: -3.66 4.86 -1.14  0.3825
C: 2.39 -1.59 -3.14  -0.9288
C: -2.94 -0.66 3.17  -0.9619
H: -0.43 3.30 2.72  0.2059
H: 3.96 4.96 -3.20  0.3788
H: 4.24 2.39 -0.71  0.3050
C: -3.18 -0.97 -0.56  0.0859
H: 2.52 -1.24 -1.02  0.3983
H: 1.36 1.62 -3.89  0.0672
H: -0.05 -6.29 2.27  0.3853
H: 3.62 4.19 1.31  0.2781
C: 1.88 -1.37 -1.87  -0.4037
C: -3.28 -6.09 0.19  -0.7818
C: -1.88 -7.27 1.74  -0.6988
C: 1.87 2.58 -3.96  -0.8845
O: -0.33 -3.22 -0.21  -0.3707
C: -1.18 -5.13 0.88  0.7489
C: -0.21 -4.05 0.75  -0.5618
H: -0.52 -1.90 -6.02  0.4288
C: 3.16 4.94 -2.46  -1.1530
C: 1.79 -4.88 4.44  -1.0925
H: -3.66 -1.37 -3.18  0.4529
C: -4.78 -0.26 1.12  -1.1382
C: -1.94 3.16 -3.22  -0.7305
C: 2.79 3.91 1.95  -1.0942
H: -4.20 -6.03 -0.39  0.4041
C: -0.30 -1.47 -2.64  0.3760
C: 1.52 -1.74 -4.21  -0.9117
H: -0.39 6.65 -1.92  0.2771
H: 2.08 6.63 0.19  0.2903
Cl: -6.70 0.63 2.79  -0.2802
H: -1.22 3.07 -4.04  0.2565
H: -4.49 0.04 4.48  0.4261
H: 2.76 2.83 2.00  0.2564
C: 0.13 -1.66 -3.98  0.8129
H: 3.56 5.31 -1.53  0.2544
N: 0.57 -1.32 -1.63  1.3583
H: -2.51 5.42 0.06  0.2647
H: 3.98 -0.82 4.63  0.4152
H: -1.71 6.48 -3.07  0.3773
C: -2.73 4.61 -0.62  -1.0884
H: 4.58 -2.77 3.24  0.4691
H: 1.18 3.28 -4.43  0.3093
C: -5.11 0.02 2.42  0.1729
C: -0.84 5.98 -2.65  -1.1163
H: 3.13 -2.24 5.23  0.2947
H: 4.60 1.94 -2.37  0.3588
Si: -1.28 4.30 -1.83  0.4491
N: -1.97 -1.21 -1.02  2.2589
C: -4.20 -0.18 3.46  -0.5981
H: 1.81 -5.93 4.73  0.3329
H: 2.27 -1.05 4.25  0.2068
Si: 1.13 4.55 1.25  0.4811
H: 3.41 1.04 -1.45  -0.1012
H: -4.01 -0.91 -1.26  0.0630
H: -1.69 -8.14 2.36  0.3964
O: -1.34 -1.36 1.63  -0.0649
C: -2.36 -5.07 0.13  -0.2775
H: 1.68 6.96 1.86  0.3640
H: 0.41 6.90 0.66  0.2779
C: -0.19 4.35 2.62  -1.0022
H: -2.11 2.17 -2.83  -0.0675
H: -2.22 -0.81 3.96  0.4082
H: 0.14 4.72 3.59  0.3624
H: 3.68 -1.57 2.30  0.3213
N: 2.67 -3.32 2.72  0.1734
C: 2.79 -4.64 3.30  -0.6404
S: 1.49 -1.47 1.28  -0.5823
Si: 0.56 3.31 -0.70  0.3530
C: -3.05 -7.20 1.00  -0.3646
C: -0.83 -1.74 -4.99  -0.9191
C: -2.18 -1.62 -4.68  -0.8671
C: -2.60 -1.45 -3.38  -0.7564
H: 2.71 2.45 -4.63  0.3993
C: 3.80 2.04 -1.64  -0.6575



no.,E (hartree)
1,-3057.5962
2,-6751.1824
3,-3311.4429
4,-5358.9280